Record 1
Formula: C47H63IN8NaO4P4S2Se2
Source: the OMol25 dataset
Level of theory: ωB97M-V with the def2-TZVPD basis set

Geometry as XYZ:
```
132
Properties=species:S:1:pos:R:3:mulliken_charge:R:1
Na 0.37 0.12 1.32 1.501
Se -5.79 3.75 -1.02 -0.462
P -3.80 4.03 -1.64 0.460
C -3.61 3.78 -3.45 0.533
C -2.51 4.29 -4.11 -0.314
C -2.40 4.14 -5.48 -0.691
C -3.41 3.51 -6.19 -0.613
C -4.53 3.03 -5.53 -0.774
C -4.63 3.15 -4.16 -0.466
C -3.28 5.77 -1.43 0.372
C -4.13 6.74 -1.97 -0.414
C -3.83 8.08 -1.82 -0.681
C -2.68 8.46 -1.14 -0.435
C -1.84 7.49 -0.61 -0.794
C -2.14 6.15 -0.75 -0.012
C -2.62 3.07 -0.72 0.774
C -1.68 2.03 -0.87 -1.065
N -1.17 1.81 0.36 0.946
N -1.76 2.64 1.19 -0.802
N -2.62 3.40 0.58 -0.929
P -0.95 1.04 -2.15 0.336
Se 0.24 -0.55 -1.46 0.525
C 0.06 2.14 -3.19 0.703
C 0.26 3.48 -2.89 -0.875
C 1.05 4.26 -3.71 -0.184
C 1.65 3.69 -4.83 -0.754
C 1.50 2.34 -5.09 -0.729
C 0.72 1.56 -4.27 -0.613
C -2.32 0.48 -3.20 0.550
C -2.40 0.65 -4.57 -0.082
C -3.46 0.09 -5.27 -0.907
C -4.43 -0.64 -4.60 -0.686
C -4.36 -0.80 -3.22 -0.906
C -3.30 -0.25 -2.53 -0.591
H -1.74 4.81 -3.56 0.663
H -1.53 4.52 -6.00 0.419
H -3.33 3.41 -7.27 0.398
H -5.33 2.55 -6.09 0.406
H -5.49 2.78 -3.63 0.261
H -5.03 6.42 -2.48 0.353
H -4.49 8.83 -2.22 0.383
H -2.45 9.50 -1.01 0.363
H -0.94 7.79 -0.07 0.405
H -1.49 5.41 -0.31 0.344
H -0.20 3.91 -2.00 0.560
H 1.20 5.31 -3.49 0.432
H 2.26 4.30 -5.47 0.395
H 2.00 1.88 -5.94 0.488
H 0.64 0.49 -4.43 0.378
H -1.65 1.21 -5.10 0.430
H -3.52 0.21 -6.34 0.486
H -5.25 -1.08 -5.15 0.441
H -5.12 -1.36 -2.70 0.481
H -3.22 -0.39 -1.45 0.412
N 4.10 -0.84 0.93 -0.109
C 3.07 -1.55 1.43 -1.160
O 2.03 -1.01 1.78 0.350
C 3.35 -3.00 1.66 -0.306
I 4.55 -3.23 3.42 -0.098
H 3.90 0.10 0.63 0.286
H 4.83 -1.33 0.44 0.154
H 3.90 -3.46 0.85 0.270
H 2.42 -3.54 1.83 -0.007
N 0.86 2.78 2.25 0.082
C 1.98 2.69 1.96 -0.434
H -0.13 2.75 2.38 0.481
C 5.38 -5.66 -2.63 -1.624
C 4.66 -4.43 -2.10 0.759
C 5.64 -3.37 -1.61 -0.906
O 3.89 -3.86 -3.15 -0.460
P 2.37 -3.35 -2.93 0.667
S 2.01 -2.14 -4.43 -0.496
S 2.18 -2.81 -0.99 -0.351
O 1.66 -4.81 -3.09 -0.485
C 0.31 -5.12 -2.80 0.386
C 0.17 -5.57 -1.35 -0.840
C -0.63 -3.97 -3.11 -1.185
H 5.99 -6.10 -1.85 0.385
H 6.01 -5.38 -3.47 0.315
H 4.65 -6.38 -2.98 0.378
H 3.97 -4.71 -1.28 0.233
H 6.34 -3.13 -2.40 0.493
H 6.18 -3.72 -0.73 0.340
H 5.08 -2.47 -1.36 -0.160
H 0.08 -5.97 -3.47 0.229
H 0.40 -4.73 -0.69 -0.269
H 0.86 -6.38 -1.13 0.357
H -0.85 -5.91 -1.16 0.524
H -0.39 -3.10 -2.50 0.047
H -1.66 -4.27 -2.91 0.546
H -0.53 -3.67 -4.16 0.357
O -0.10 0.21 3.23 -1.224
P 0.38 -0.79 4.18 -1.061
N 1.98 -0.59 4.62 1.136
C 2.64 0.67 4.32 -0.022
C 4.08 0.40 4.75 -0.605
C 3.91 -0.44 6.02 -0.748
C 2.51 -1.06 5.90 -0.546
N 0.11 -2.34 3.70 1.084
C 0.62 -3.52 4.38 -0.115
C 0.20 -4.70 3.49 -0.939
C -0.94 -4.14 2.65 -0.555
C -0.49 -2.70 2.43 -0.180
N -0.41 -0.68 5.70 0.434
C -1.59 -1.47 6.04 -0.163
C -2.60 -0.48 6.62 -0.811
C -1.70 0.61 7.18 -0.743
C -0.64 0.71 6.09 -0.438
H 2.22 1.50 4.90 0.518
H 2.55 0.90 3.26 -0.447
H 4.64 1.32 4.91 0.451
H 4.59 -0.19 3.99 0.013
H 3.98 0.18 6.92 0.254
H 4.68 -1.21 6.08 0.360
H 1.87 -0.74 6.73 0.266
H 2.56 -2.15 5.91 0.261
H 0.18 -3.60 5.38 0.482
H 1.71 -3.48 4.49 -0.296
H -0.09 -5.57 4.08 0.410
H 1.02 -5.00 2.84 0.288
H -1.87 -4.17 3.21 0.329
H -1.07 -4.68 1.72 0.348
H -1.31 -2.02 2.19 0.260
H 0.23 -2.66 1.61 -0.212
H -1.31 -2.21 6.80 0.305
H -1.99 -2.00 5.17 0.012
H -3.24 -0.94 7.37 0.421
H -3.23 -0.07 5.83 0.325
H -1.25 0.29 8.12 0.300
H -2.22 1.56 7.35 0.377
H 0.29 1.17 6.44 0.171
H -1.02 1.30 5.25 0.132
```

**Energy relative to the best compared isomer or geometry (same formula, charge and spin)**: 157.8 kJ/mol
**HOMO energy**: -4.92 eV
**Frontier orbital gap**: 0.2407 Ha
**Multiplicity**: 1
**Total energy**: -271917.922 eV
**Charge**: -1
**E_LUMO**: 1.63 eV

---

Record 2
Formula: C47H67F27N6O19PS
Source: the OMol25 dataset
Level of theory: ωB97M-V with the def2-TZVPD basis set

Geometry as XYZ:
```
168
Properties=species:S:1:pos:R:3:mulliken_charge:R:1
C 4.63 -3.41 0.01 -1.190
C 4.30 -2.00 -0.30 0.823
C 3.90 -1.70 -1.70 -1.171
N 4.37 -1.18 0.68 -1.516
N 3.93 0.12 0.37 0.795
C 2.71 0.71 0.45 0.413
N 1.55 0.14 0.86 0.210
C 0.36 1.04 0.87 -0.490
C -0.18 1.39 -0.52 -0.402
C 0.14 0.37 -1.62 -0.379
O -0.77 0.48 -2.69 -0.387
P 1.31 -1.47 1.37 0.292
S 2.08 -1.93 3.07 -0.329
N 2.78 1.98 0.07 -0.285
C 4.06 2.21 -0.25 0.084
C 4.60 3.52 -0.71 -0.079
C 3.94 4.63 0.09 -0.258
N 2.76 4.99 -0.19 -0.582
N 4.78 1.08 -0.08 0.245
C 6.22 0.96 -0.29 -0.847
H 4.45 -3.56 1.07 0.398
H 4.03 -4.10 -0.57 0.354
H 5.70 -3.56 -0.16 0.280
H 3.70 -0.66 -1.91 0.196
H 3.03 -2.29 -1.97 0.329
H 4.70 -2.05 -2.35 0.464
H -0.41 0.54 1.45 -0.070
H 0.65 1.94 1.41 0.389
H -1.25 1.51 -0.44 0.555
H 0.20 2.37 -0.81 0.235
H 0.10 -0.63 -1.19 0.226
H 1.13 0.59 -2.00 0.065
H -1.52 -0.08 -2.52 0.288
H 1.76 -2.30 0.33 -0.034
H -0.08 -1.63 1.34 0.135
H 4.44 3.69 -1.77 0.269
H 5.65 3.52 -0.45 0.161
H 4.50 5.11 0.88 0.441
H 2.48 5.74 0.43 0.287
H 6.48 1.36 -1.26 0.358
H 6.55 -0.07 -0.25 0.362
H 6.77 1.51 0.46 0.383
C 5.06 -3.55 -8.01 -1.100
C 5.86 -3.96 -6.80 -0.238
O 5.01 -4.12 -5.64 -0.262
C 4.36 -5.27 -5.56 0.276
O 4.40 -6.18 -6.33 -0.512
C 3.53 -5.31 -4.27 1.025
F 2.86 -4.16 -4.08 -0.241
F 4.31 -5.48 -3.20 -0.281
F 2.64 -6.29 -4.30 -0.257
H 4.48 -2.65 -7.80 0.302
H 5.73 -3.35 -8.85 0.385
H 4.36 -4.33 -8.30 0.314
H 6.57 -3.18 -6.52 0.310
H 6.42 -4.88 -6.97 0.318
C -1.52 -0.21 4.72 -1.275
C -2.33 -1.07 3.78 -0.165
O -3.71 -1.13 4.18 -0.156
C -4.44 -0.09 3.81 0.118
O -4.08 0.86 3.20 -0.543
C -5.90 -0.30 4.26 1.112
F -5.97 -0.73 5.52 -0.281
F -6.49 -1.21 3.48 -0.186
F -6.59 0.83 4.17 -0.285
H -1.62 -0.57 5.75 0.385
H -0.46 -0.24 4.45 0.308
H -1.85 0.82 4.70 0.358
H -1.97 -2.10 3.80 0.392
H -2.26 -0.72 2.75 0.248
C 11.24 0.10 3.19 -1.075
C 11.69 -0.55 1.91 -0.222
O 11.01 -1.81 1.69 -0.328
C 9.81 -1.75 1.18 0.376
O 9.20 -0.76 0.86 -0.516
C 9.26 -3.17 0.99 0.897
F 9.47 -3.92 2.07 -0.244
F 9.85 -3.75 -0.05 -0.270
F 7.94 -3.14 0.76 -0.238
H 11.37 -0.58 4.04 0.312
H 11.82 1.00 3.38 0.372
H 10.18 0.38 3.15 0.291
H 12.75 -0.81 1.96 0.320
H 11.55 0.09 1.05 0.311
C -8.70 0.35 2.11 -0.933
C -9.45 -0.53 1.14 -0.140
O -10.85 -0.61 1.48 -0.342
C -11.60 0.41 1.08 0.328
O -11.24 1.37 0.46 -0.515
C -13.06 0.17 1.48 0.934
F -13.15 -0.25 2.75 -0.248
F -13.60 -0.77 0.69 -0.254
F -13.78 1.28 1.36 -0.238
H -8.85 0.01 3.13 0.286
H -7.64 0.32 1.88 0.273
H -9.04 1.38 2.05 0.396
H -9.09 -1.56 1.20 0.092
H -9.34 -0.20 0.11 0.342
C -6.36 1.83 7.36 -0.905
C -6.90 2.22 8.72 -0.484
O -5.83 2.45 9.66 -0.313
C -5.23 3.62 9.59 0.330
O -5.48 4.51 8.83 -0.509
C -4.15 3.71 10.68 0.913
F -3.41 2.60 10.71 -0.249
F -4.72 3.88 11.87 -0.251
F -3.34 4.74 10.45 -0.239
H -5.71 0.96 7.45 0.300
H -7.18 1.59 6.68 0.336
H -5.78 2.64 6.92 0.355
H -7.49 1.42 9.14 0.364
H -7.53 3.11 8.66 0.341
C -2.33 2.60 -4.74 -0.936
C -2.47 4.01 -4.21 -0.270
O -3.54 4.72 -4.86 -0.315
C -4.76 4.46 -4.42 0.321
O -5.06 3.71 -3.54 -0.517
C -5.78 5.32 -5.19 0.924
F -5.55 5.29 -6.50 -0.245
F -5.71 6.59 -4.77 -0.253
F -7.01 4.87 -4.97 -0.233
H -2.20 2.62 -5.82 0.336
H -1.47 2.11 -4.29 0.212
H -3.22 2.01 -4.53 0.302
H -1.58 4.59 -4.41 0.336
H -2.64 4.02 -3.13 0.325
C -0.60 -5.73 -4.90 -1.175
C 0.05 -5.68 -6.27 -0.066
O -0.91 -5.37 -7.30 -0.334
C -1.21 -4.09 -7.43 0.326
O -0.77 -3.18 -6.79 -0.527
C -2.21 -3.91 -8.59 0.894
F -3.19 -4.81 -8.52 -0.246
F -1.58 -4.06 -9.75 -0.252
F -2.74 -2.70 -8.55 -0.233
H -1.44 -6.43 -4.90 0.353
H 0.12 -6.04 -4.15 0.354
H -1.00 -4.75 -4.62 0.292
H 0.46 -6.65 -6.53 0.369
H 0.87 -4.96 -6.30 0.225
C 8.60 9.84 0.47 -1.112
C 8.13 8.77 -0.49 -0.216
O 8.21 7.45 0.10 -0.298
C 7.21 7.12 0.90 0.387
O 6.25 7.77 1.18 -0.503
C 7.43 5.69 1.43 0.854
F 8.68 5.49 1.83 -0.255
F 7.16 4.80 0.45 -0.281
F 6.62 5.42 2.44 -0.243
H 9.60 9.61 0.82 0.310
H 8.61 10.81 -0.03 0.375
H 7.94 9.90 1.34 0.325
H 8.78 8.72 -1.37 0.315
H 7.11 8.95 -0.84 0.323
C -7.78 -6.00 -0.52 -1.108
C -8.29 -5.64 0.86 -0.087
O -7.20 -5.46 1.79 -0.320
C -6.59 -4.29 1.75 0.342
O -6.83 -3.37 1.03 -0.529
C -5.50 -4.25 2.84 0.948
F -4.77 -5.36 2.85 -0.275
F -6.06 -4.11 4.04 -0.272
F -4.69 -3.21 2.64 -0.221
H -7.13 -6.89 -0.47 0.305
H -8.61 -6.22 -1.19 0.388
H -7.19 -5.19 -0.95 0.297
H -8.88 -6.45 1.27 0.323
H -8.91 -4.75 0.84 0.215
```

**HOMO energy**: -11.70 eV
**Frontier orbital gap**: 0.3408 Ha
**Multiplicity**: 1
**Total energy**: -191161.096 eV
**Charge**: +1
**E_LUMO**: -2.43 eV

---

Question: Which of these has the highest HOMO energy?
Answer: C47H63IN8NaO4P4S2Se2

---

Question: Among the records above, which one has the lowest E_LUMO?
Answer: C47H67F27N6O19PS